# 1
109
Properties=species:S:1:pos:R:3:lowdin_charge:R:1 method="wB97M-V/def2-TZVPD" total_charge=+1 e_homo_ev="-10.15 / -10.33" e_above_lowest_kcal_mol=15.0 total_energy_ev=-120542.3732 max_force_ha_per_bohr=0.03483 multiplicity=5
H -3.817 -0.981 7.663 0.093
H -4.368 0.257 -2.480 0.123
C -0.846 4.014 -1.123 -0.138
C -1.151 -2.234 -0.544 -0.536
C 2.461 -3.164 3.374 0.078
C 1.645 4.173 0.178 -0.089
H -1.758 0.126 -5.879 0.110
H -4.811 -1.952 2.378 0.052
C -2.046 1.862 3.739 -0.227
S 2.290 -0.197 0.776 0.739
H -5.790 -3.766 -0.774 0.095
H -2.266 5.190 -2.192 0.083
C -3.203 0.127 -4.289 -0.068
H 2.382 -5.893 3.781 0.081
N 0.555 -1.734 2.122 0.027
C -2.717 1.086 -0.696 -0.556
C -1.204 1.073 2.909 -0.550
H -5.402 0.606 5.725 0.080
C 1.081 -3.488 3.486 -0.193
C -0.889 -4.839 4.242 -0.051
H 2.111 2.353 -0.848 0.102
H -5.745 -1.832 0.889 0.096
H -1.380 -3.944 4.622 0.053
N -2.723 -2.392 1.197 0.201
C -2.987 1.200 4.455 0.076
H -5.248 -4.985 2.833 0.094
H -4.224 -2.901 6.247 0.097
C -2.941 -3.785 -0.709 0.089
C -1.307 -3.679 -2.605 -0.051
C 1.293 -5.944 3.726 -0.033
H -4.012 -5.678 1.778 0.090
S 0.157 1.787 2.186 0.862
C -3.811 -2.438 5.349 -0.042
C -2.402 0.973 -2.166 -0.100
H 4.443 -0.724 2.628 0.087
C -3.222 -0.550 6.856 -0.031
H 0.013 1.148 -4.527 0.120
H -1.199 -5.695 4.841 0.098
C -0.954 0.940 -4.080 -0.025
C 0.630 -4.684 4.304 -0.544
S 0.104 -1.378 -1.286 0.862
O -3.855 1.273 -0.309 0.087
C -1.813 -3.265 -1.262 -0.236
H 1.007 -6.086 2.682 0.094
C 1.849 -1.407 1.875 -0.563
N -1.471 -0.241 2.749 0.040
H -5.726 -0.580 4.452 0.087
N -0.038 1.791 -2.038 0.054
H -3.995 -0.308 -4.883 0.107
H -1.653 6.811 -0.765 0.091
H -2.625 3.801 4.424 0.090
H -1.221 -4.992 3.214 0.079
C -4.725 -3.730 1.132 -0.533
H -3.682 1.750 5.075 0.129
H 2.622 4.257 0.636 0.116
H -1.938 3.640 -2.942 0.084
C -5.456 -2.505 1.699 -0.037
H -2.791 -2.792 5.209 0.053
C -1.955 0.367 -4.843 -0.069
C -0.570 5.040 -0.201 -0.219
H -6.604 -4.593 0.551 0.094
H -3.186 0.530 7.007 0.082
H 0.732 -5.331 6.363 0.093
B -0.707 -1.007 1.619 -0.493
H -4.408 -2.747 4.498 0.065
H -2.594 5.676 0.196 0.086
C -3.416 -3.263 0.517 -0.187
H -3.476 -4.576 -1.212 0.125
C 0.097 2.987 -1.256 -0.215
C 2.862 -2.146 2.568 -0.232
C -2.075 4.137 -1.987 -0.006
C 1.070 -4.487 5.761 -0.031
H -2.207 -0.946 6.931 0.093
H -5.894 -1.028 6.156 0.094
H 0.638 -3.575 6.178 0.092
N 0.183 -2.773 2.886 0.194
H 3.197 -3.738 3.921 0.129
H -3.585 -4.360 2.873 0.059
Cr 0.116 0.459 0.190 0.227
C 1.352 3.104 -0.641 -0.099
C -1.599 6.105 0.067 -0.042
H -1.890 -4.511 -2.995 0.090
N -2.327 -0.895 3.557 0.195
H -1.963 3.758 2.773 0.086
C -5.304 -0.444 5.449 -0.030
H 0.972 -6.820 4.290 0.093
C 4.297 -1.777 2.384 -0.058
H 0.857 5.928 1.120 0.116
C -3.844 -0.923 5.498 -0.540
O -1.708 0.932 0.105 -0.196
H 4.940 -2.388 3.013 0.089
C -4.371 -4.749 2.229 -0.029
C -5.631 -4.405 0.098 -0.054
H -1.342 6.665 0.965 0.080
N -1.573 -1.920 0.714 0.040
C -3.026 -0.218 4.426 -0.193
H -6.362 -2.814 2.224 0.093
H 2.155 -4.427 5.854 0.081
H -1.376 -2.839 -3.299 0.083
H -2.973 3.734 -1.513 0.095
H -0.882 3.600 4.151 0.085
C -1.158 1.269 -2.739 -0.254
H 0.797 1.656 -2.591 0.133
H -5.234 -5.366 -0.232 0.081
H -0.255 -3.966 -2.552 0.086
H 4.589 -1.905 1.340 0.089
C -3.414 0.438 -2.957 -0.006
C -1.876 3.345 3.780 -0.045
C 0.661 5.111 0.436 -0.048

# 2
10
Properties=species:S:1:pos:R:3:lowdin_charge:R:1 method="wB97M-V/def2-TZVPD" total_charge=0 e_homo_ev=-9.18 e_above_lowest_kcal_mol=146.4 total_energy_ev=-35675.1254 max_force_ha_per_bohr=0.05555
C 1.530 0.380 -0.022 -0.145
H -1.993 1.937 -0.698 -0.148
S -1.388 -0.671 -0.953 0.644
S -1.495 1.856 0.503 0.718
H -0.556 -1.743 1.347 -0.105
H 3.455 -0.465 -0.831 -0.006
C 2.629 -0.079 -0.244 -0.128
S -1.149 -0.719 2.009 0.697
C -0.903 0.203 0.467 -1.461
H -0.129 -0.697 -1.577 -0.066

# 3
68
Properties=species:S:1:pos:R:3:lowdin_charge:R:1 method="wB97M-V/def2-TZVPD" total_charge=+1 e_homo_ev=-12.78 total_energy_ev=-40698.1007 max_force_ha_per_bohr=0.06135
C -0.250 -1.042 -0.026 -0.151
H -2.378 -5.327 -0.533 0.073
H 0.723 -1.691 -0.257 0.143
C -1.017 -5.687 -3.456 -0.549
H -0.843 -6.129 -0.914 0.101
C -1.115 -6.492 -6.413 -0.065
H -0.275 2.765 3.226 0.072
H -1.836 -2.568 2.294 0.172
C -0.053 -0.316 1.430 -0.172
H 5.014 1.162 1.571 0.074
O 3.348 1.496 -0.466 0.089
C -1.849 -5.912 -1.289 -0.059
H -1.926 0.730 2.458 0.134
C 0.638 6.489 0.215 -0.217
C -2.407 -1.562 2.085 -0.260
H -0.525 8.171 0.918 0.085
O 0.510 4.701 3.248 -0.006
O -1.121 -4.915 -4.566 0.019
H 6.050 2.520 1.988 0.087
H 0.243 0.806 1.239 0.120
H -1.287 4.024 4.024 0.103
H -1.820 -2.147 -1.280 0.156
H 4.910 1.871 3.194 0.081
H -0.351 -0.238 -0.875 0.127
C 3.964 2.212 -2.960 -0.051
N -3.463 -2.058 4.349 -0.037
H 0.557 5.645 -0.481 0.123
N -2.739 -1.472 0.584 0.042
C -1.523 -2.069 -0.127 -0.145
H -2.405 -6.839 -1.462 0.107
H 0.635 -5.660 -5.423 0.127
H -0.758 7.788 -0.806 0.083
O 4.243 3.470 0.297 0.029
H -4.502 -2.379 2.464 0.128
H 4.134 2.765 -3.888 0.097
H -4.345 -1.846 4.900 0.091
H -3.433 -3.111 4.302 0.084
O -0.702 4.405 1.321 0.094
H -2.141 -6.193 -6.652 0.084
H -4.313 -0.486 2.963 0.141
C -1.375 -0.327 2.400 -0.145
O -1.800 -5.146 -2.490 -0.027
H -1.286 -3.179 0.207 0.145
C 5.049 2.100 2.133 -0.064
C -3.804 -1.539 2.940 -0.212
H -0.601 -6.770 -7.338 0.085
C -0.267 3.667 3.846 -0.051
H -1.183 -7.380 -5.777 0.077
H 2.927 1.861 -2.955 0.093
H -3.533 -2.132 0.435 0.171
O 4.220 3.091 -1.867 -0.002
C -0.382 -5.365 -5.707 -0.217
C 3.987 3.071 1.648 -0.220
H 0.826 -0.845 1.995 0.125
O 0.908 6.030 1.545 0.026
H -0.291 -4.510 -6.385 0.124
H 4.659 1.367 -2.927 0.101
O -0.352 -6.706 -3.349 0.119
H 4.019 3.978 2.259 0.128
H -0.970 -0.510 3.508 0.141
H 2.979 2.650 1.748 0.114
H -2.935 -0.489 0.273 0.204
C 3.876 2.580 -0.659 -0.549
C 0.158 4.982 1.969 -0.552
H 0.185 3.417 4.810 0.099
C -0.607 7.359 0.188 -0.065
H 1.502 7.083 -0.098 0.127
H -1.498 6.782 0.453 0.074

# 4
13
Properties=species:S:1:pos:R:3:lowdin_charge:R:1 method="wB97M-V/def2-TZVPD" total_charge=-1 e_homo_ev=-2.22 e_above_lowest_kcal_mol=6.4 total_energy_ev=-5303.6176 max_force_ha_per_bohr=0.01662
H 2.395 0.387 0.410 0.056
H 0.133 -2.379 -0.774 -0.210
H -0.730 1.887 -0.610 0.056
O -0.829 -2.372 -0.671 -0.648
C 0.227 0.398 0.594 -0.338
H -1.494 1.758 1.026 0.051
H -1.776 0.566 -0.181 0.065
H 0.412 0.252 1.662 0.091
C -0.989 1.223 0.217 -0.133
H 1.699 1.924 -0.023 0.050
H 0.007 -0.621 0.283 0.037
H 1.531 0.528 -1.122 0.068
C 1.524 0.849 -0.076 -0.146

# 5
11
Properties=species:S:1:pos:R:3:lowdin_charge:R:1 method="wB97M-V/def2-TZVPD" total_charge=0 e_homo_ev="-8.11 / -8.08" e_above_lowest_kcal_mol=94.3 total_energy_ev=-31196.0066 max_force_ha_per_bohr=0.05297
H 0.467 -1.402 -1.670 0.107
N -0.353 -1.422 0.313 0.038
C 0.805 -0.988 -0.701 -0.262
N -0.969 -0.607 1.003 -0.127
H 0.510 1.129 -1.486 0.036
H 1.734 -1.502 -0.195 0.132
C -1.402 0.590 1.148 -0.579
Cl -1.892 1.614 -0.211 0.556
C 0.936 0.450 -0.751 -0.641
H -1.836 0.956 2.179 0.109
Cl 2.000 1.182 0.371 0.631

# 6
189
Properties=species:S:1:pos:R:3:lowdin_charge:R:1 method="wB97M-V/def2-TZVPD" total_charge=0 e_homo_ev=-7.65 total_energy_ev=-136961.9938 max_force_ha_per_bohr=0.06425
H 4.157 8.137 -3.117 0.113
C -6.892 3.105 -0.872 -0.317
C 2.442 4.727 -3.844 -0.005
C -3.056 1.016 4.777 -0.195
H -3.236 1.993 4.315 0.121
H -5.899 -1.429 2.137 0.095
O 2.298 -0.242 -1.382 0.014
C -3.868 -2.001 -0.933 -0.165
O 1.097 -7.944 -0.022 0.145
C 2.970 -4.225 6.160 -0.001
C 1.877 5.633 -2.950 -0.308
O 3.937 3.665 0.496 -0.177
H 3.389 -0.640 -5.456 0.104
H -8.288 -2.539 -0.997 0.091
C -0.935 -4.036 -3.135 -0.574
C 0.252 0.609 -5.329 -0.351
C 6.359 1.815 -5.068 -0.303
O 2.740 -3.443 8.367 0.028
C -1.314 -1.818 -3.238 -0.120
H -3.283 1.608 1.554 0.066
C 1.752 -6.938 -0.064 -0.580
C 1.192 -2.307 5.250 -0.009
O -0.580 4.733 3.133 -0.189
H 3.511 -5.053 6.601 0.123
H 2.181 -2.127 -8.408 0.097
H -6.917 0.804 2.170 0.122
H 1.969 3.787 -4.100 0.115
H 3.950 3.631 2.473 0.129
H -5.232 -0.727 0.078 0.111
C 2.361 -0.454 -5.733 0.023
C -0.330 0.001 -6.432 -0.025
C 1.264 0.028 -0.735 -0.342
C 3.634 7.228 -3.382 -0.011
C 2.483 2.205 1.801 -0.201
H 4.962 2.069 -0.313 0.082
H 3.714 -0.796 -2.478 0.051
C -5.803 2.342 -1.310 -0.009
H -3.168 -1.173 -1.011 0.106
C 0.231 1.047 -1.145 -0.352
H -7.778 -0.928 -0.409 0.085
O 2.685 -1.681 -7.720 0.043
C 6.055 -0.518 -4.570 -0.016
C 4.198 6.321 -4.269 -0.335
C -2.279 -3.380 0.050 -0.188
C -0.413 4.526 1.731 -0.206
H 0.300 -1.925 -4.589 0.112
H 1.993 0.924 -4.113 0.098
C 2.448 6.877 -2.710 -0.001
C 6.708 0.505 -5.261 -0.009
O -1.677 -3.980 2.302 -0.425
O -7.322 0.744 4.225 -0.183
C 0.182 -2.070 -3.517 -0.079
H -2.159 6.059 3.388 0.088
H -1.420 -1.152 -2.378 0.102
C 0.996 4.068 1.467 -0.186
H -1.155 3.787 1.383 0.108
C -1.904 4.995 3.495 -0.134
C -5.943 -0.850 3.062 -0.181
O 5.359 6.587 -4.956 0.025
C -5.205 -1.345 -0.834 -0.242
H -0.927 2.164 3.758 0.086
H -2.624 4.390 2.934 0.068
O 7.163 2.831 -5.562 0.027
O -1.116 -5.206 -3.108 0.173
C -0.100 -0.736 1.142 -0.319
H -1.026 -5.097 0.709 0.129
C 5.018 -0.174 -3.735 -0.362
H 1.384 -4.009 -0.051 0.118
C -8.552 1.435 4.265 -0.093
H 4.516 -0.219 -0.060 0.097
H 6.585 -4.434 1.537 0.118
C 4.632 1.153 -3.550 -0.021
C -7.519 -1.774 -1.056 -0.099
O -7.933 3.344 -1.749 0.029
O -2.016 0.341 4.071 -0.303
O -3.919 2.294 1.833 -0.006
H -8.151 2.554 -2.250 0.097
H 2.931 -2.585 8.751 0.104
N -4.636 -0.172 3.315 -0.159
C -1.086 -4.912 3.198 -0.072
H -0.976 -4.486 4.192 0.096
C 1.112 -0.718 0.438 0.035
C 5.034 -1.089 0.320 0.008
H -4.500 -0.497 5.396 0.127
C -1.924 -4.538 0.980 -0.146
O 3.780 -1.015 2.353 0.017
H -5.786 3.990 2.208 0.122
H 0.749 4.246 -2.367 0.059
O 4.412 -1.192 -3.031 0.005
H 4.009 4.469 -5.301 0.117
H -5.881 1.783 -2.232 0.117
C 4.667 -1.666 1.531 -0.317
C 0.507 -0.733 -7.253 -0.030
C 1.579 0.440 -4.991 -0.012
O -6.249 -2.278 -0.736 -0.183
O 7.425 -3.611 -0.884 0.021
H -5.345 -0.677 -1.695 0.124
H 0.728 -1.340 -2.930 0.111
H 4.630 2.147 1.845 0.118
H -1.484 -2.643 -0.016 0.118
H -8.024 -0.470 2.699 0.129
H -2.745 1.090 5.823 0.140
O 1.596 -3.060 3.014 -0.011
H -0.720 5.425 1.185 0.129
H -1.369 0.196 -6.651 0.121
H 2.612 1.336 2.456 0.110
C 5.952 -1.760 -0.481 -0.006
H 6.252 -1.571 -4.710 0.122
H 7.056 -3.505 -1.769 0.096
C 6.148 -3.527 1.142 -0.013
C 2.683 -4.174 4.791 0.005
H -3.914 -2.734 -1.739 0.134
H -7.525 -1.414 -2.093 0.091
H -0.458 1.264 5.136 0.111
C 3.838 2.886 1.680 -0.198
O 0.828 5.188 -2.175 0.031
C -6.898 3.748 0.353 -0.006
O -0.605 1.415 -4.619 0.029
H 1.687 4.910 1.488 0.126
H 2.741 -4.260 1.056 0.100
C 5.170 -2.896 1.928 -0.019
C 1.812 -3.177 4.359 -0.329
H 4.049 -5.293 -0.598 0.126
C -4.798 2.100 -0.401 -0.025
H -8.638 2.227 3.516 0.091
H 0.862 -1.869 7.352 0.117
C -0.859 1.130 4.122 -0.096
C 3.603 5.095 -4.517 -0.035
C 3.012 -5.239 -0.933 -0.073
H -1.742 1.775 -0.751 0.117
N 1.433 3.025 2.393 -0.029
C -1.281 0.135 0.549 -0.308
H 0.397 -1.643 4.930 0.105
H 6.188 -1.248 -1.406 0.111
O 1.594 -5.921 0.794 0.035
H -1.744 -1.259 -4.071 0.127
C -1.006 1.021 -0.499 0.026
H -8.684 1.934 5.226 0.091
H 7.087 3.592 -4.982 0.093
C 1.824 -0.966 -6.915 -0.316
C 6.495 -2.960 -0.064 -0.315
H -2.053 4.843 4.568 0.085
O 0.286 -3.437 -3.120 0.068
H -0.227 1.685 -3.771 0.057
H 3.182 -1.668 2.736 0.061
Pb -2.759 -1.805 2.700 1.649
H -2.735 -5.267 1.051 0.138
H -4.366 -3.423 0.380 0.122
H -3.962 1.469 -0.680 0.098
H 0.120 -1.184 -8.163 0.116
C -4.854 2.622 0.889 -0.322
O -2.406 -0.003 1.113 -0.181
O -1.908 -3.099 -3.195 0.043
H 5.435 7.511 -5.205 0.100
H -0.042 0.690 3.548 0.083
H 0.666 2.422 2.648 0.051
H -2.352 -4.018 -0.841 0.122
C -4.397 0.333 4.683 -0.191
H 4.607 3.381 -1.469 0.081
C -5.883 3.469 1.264 -0.015
O -0.377 -1.483 2.115 -0.180
H 1.934 7.619 -2.116 0.114
O 2.536 -6.565 -1.077 0.071
C 5.354 2.185 -4.156 0.006
C 4.230 2.826 -0.616 -0.095
H -9.366 0.706 4.192 0.092
H -6.126 -1.549 3.887 0.127
C -7.138 0.108 2.994 -0.229
N -3.607 -2.744 0.353 -0.072
O 0.542 1.976 -1.912 0.022
H 4.890 -3.389 2.848 0.104
H 3.343 2.246 -0.892 0.062
H 5.089 3.206 -3.921 0.083
H 3.282 -4.788 4.135 0.114
H -4.865 0.707 2.843 0.087
H -5.154 1.043 5.012 0.122
H -0.112 -5.206 2.788 0.090
H 0.772 -2.644 2.711 0.052
H 1.881 -1.399 0.772 0.110
H 3.805 1.356 -2.878 0.089
H -7.656 4.482 0.587 0.121
C 1.437 -2.412 6.614 -0.011
C 2.153 -4.716 0.263 -0.092
H -1.638 -5.858 3.224 0.102
H 7.524 0.212 -5.909 0.120
H 0.991 3.662 0.444 0.110
H 2.118 1.752 0.872 0.092
H 2.840 -4.663 -1.836 0.131
C 2.353 -3.362 7.050 -0.333

# 7
33
Properties=species:S:1:pos:R:3:lowdin_charge:R:1 method="wB97M-V/def2-TZVPD" total_charge=0 e_homo_ev=-8.80 e_above_lowest_kcal_mol=82.5 total_energy_ev=-25865.3949 max_force_ha_per_bohr=0.22797
H -1.861 1.144 2.654 0.149
O 1.217 -1.068 1.830 0.113
N 0.004 0.608 4.417 0.069
H -1.231 -0.973 3.872 0.155
C -0.705 0.762 -0.984 -0.444
H -2.680 -0.524 -0.355 0.166
C -0.096 0.080 -2.215 -0.249
H 0.378 0.094 5.209 0.081
C -1.123 0.438 2.258 -0.051
C 0.635 -1.215 2.878 -0.468
H 0.866 0.285 -0.008 0.115
O -1.948 -1.684 1.450 0.120
H -0.074 -1.002 -1.997 0.164
C 1.999 -0.222 -3.615 -0.041
H -1.816 0.762 -3.040 0.083
H 2.104 -1.282 -3.354 0.083
H 0.767 1.164 4.037 0.089
H 2.992 0.187 -3.821 0.085
O 1.290 1.946 -2.785 -0.020
C -0.484 -0.326 3.405 -0.311
H -0.373 1.018 1.712 0.111
O 0.007 0.697 0.153 0.056
C 1.342 0.574 -2.491 -0.418
C -1.803 -0.495 1.289 -0.473
O -2.261 0.152 0.203 0.018
N -0.917 0.416 -3.368 0.071
H 0.552 2.024 -3.416 0.093
O -1.785 1.294 -0.998 0.091
H 1.969 0.477 -1.592 0.141
H -1.076 -0.389 -3.962 0.089
H 1.726 -2.644 3.387 0.132
O 0.982 -2.157 3.777 0.120
H 1.403 -0.142 -4.531 0.079